# 1
# C10H22ClN2NiO3

A molecular structure, C10H22ClN2NiO3 (wB97M-V/def2-TZVPD, the Open Molecules 2025 dataset).

Computed properties:
- Expectation value of S²: 2.007
- LUMO energy (alpha / beta): -4.406 / -7.988 eV
- Net charge: +1
- HOMO (alpha / beta): -11.651 / -11.651 eV
- Multiplicity: 3
- Kohn-Sham gap (alpha / beta): 7.245 / 3.663 eV

XYZ file:
```
39
C10H22ClN2NiO3 wB97M-V/def2-TZVPD
Ni 22.78 4.62 -4.81
Cl 23.75 3.59 -2.89
C 22.29 1.46 0.18
C 22.45 -0.06 0.13
C 22.47 -0.50 1.59
O 22.29 0.70 2.38
C 22.75 1.78 1.61
H 21.23 1.73 0.10
H 22.80 1.93 -0.66
H 23.42 -0.26 -0.31
H 21.65 -0.55 -0.42
H 23.38 -1.00 1.91
H 21.61 -1.15 1.80
H 23.84 1.92 1.72
H 22.33 2.70 2.02
C 27.49 5.04 -1.95
C 26.84 5.24 -0.58
O 27.55 5.73 0.33
N 25.57 4.95 -0.47
C 24.70 5.20 0.68
H 26.83 4.45 -2.58
H 28.46 4.58 -1.81
H 27.67 6.02 -2.41
H 25.15 4.46 -1.26
H 24.15 4.30 0.98
H 23.96 5.92 0.36
H 25.31 5.54 1.51
C 27.37 1.83 -3.55
C 27.82 2.10 -4.98
O 27.72 3.21 -5.46
N 28.39 1.04 -5.60
C 29.04 1.09 -6.90
H 26.39 2.27 -3.35
H 28.14 2.07 -2.83
H 27.13 0.77 -3.40
H 28.60 0.26 -5.01
H 28.64 1.87 -7.54
H 28.89 0.14 -7.41
H 30.09 1.31 -6.74
```

=====

# 2
# C4H10

2 unconnected molecules or ions with the total composition C4H10 (wB97M-V/def2-TZVPD, the Open Molecules 2025 dataset).

Computed properties:
- SMILES string: C=CC.C
- LUMO energy: 1.185 eV
- HOMO: -9.143 eV
- Kohn-Sham gap: 10.328 eV
- Relative energy (zero: lowest compared OMol25 entry of this formula, charge and spin): 1.684 eV

XYZ file:
```
14
C4H10 wB97M-V/def2-TZVPD
C -1.04 -1.39 -0.55
C 0.49 0.38 0.77
C -0.26 1.48 0.05
C 1.70 -0.04 0.41
H -1.30 -1.02 -1.54
H -0.99 -2.48 -0.52
H -1.79 -1.04 0.17
H -0.03 -0.10 1.60
H 0.06 2.41 0.51
H -1.35 1.41 0.13
H 0.00 1.52 -1.02
H 2.20 -0.84 0.95
H 2.18 0.35 -0.48
H -0.02 -1.06 -0.33
```

=====

# 3
# C4H9N

C4H9N in the gas phase (wB97M-V/def2-TZVPD, the Open Molecules 2025 dataset).

Computed properties:
- SMILES string: C=CCCN
- LUMO energy: 1.233 eV
- HOMO: -9.180 eV
- Kohn-Sham gap: 10.413 eV
- Relative energy (zero: lowest compared OMol25 entry of this formula, charge and spin): 1.109 eV

XYZ file:
```
14
C4H9N wB97M-V/def2-TZVPD
C 0.44 0.11 -1.26
C 0.37 -0.08 0.30
C -0.38 0.99 1.03
C -1.14 0.58 2.06
N 0.18 -1.20 -1.85
H 1.44 0.46 -1.51
H -0.34 0.84 -1.45
H 1.38 -0.34 0.68
H 0.00 -1.09 0.52
H -0.22 2.04 0.86
H -1.21 -0.48 2.26
H -1.62 1.22 2.79
H 0.18 -1.23 -2.87
H 0.92 -1.83 -1.56
```

=====

# 4
# C38H51IrN5O2P

A molecular structure, C38H51IrN5O2P (wB97M-V/def2-TZVPD, the Open Molecules 2025 dataset).

Computed properties:
- Expectation value of S²: 0.767
- LUMO energy (alpha / beta): -9.121 / -9.189 eV
- Net charge: +3
- HOMO (alpha / beta): -15.102 / -15.148 eV
- Multiplicity: 2
- Kohn-Sham gap (alpha / beta): 5.981 / 5.959 eV
- Relative energy (zero: lowest compared OMol25 entry of this formula, charge and spin): 0.000 eV

XYZ file:
```
98
C38H51IrN5O2P wB97M-V/def2-TZVPD
Ir 0.90 -1.36 1.38
C 4.95 9.50 -5.75
O 4.17 9.35 -4.55
C 3.90 8.17 -4.08
C 3.16 8.15 -2.87
C 2.83 6.96 -2.30
C 3.22 5.75 -2.92
C 3.96 5.76 -4.12
C 4.29 6.95 -4.70
N 2.90 4.59 -2.31
N 3.06 3.43 -2.54
C 2.75 2.23 -1.88
C 3.29 1.10 -2.44
C 3.06 -0.17 -1.90
C 2.29 -0.27 -0.77
O 2.09 -1.44 -0.14
C 1.71 0.88 -0.19
N 0.95 0.67 0.93
C 0.44 1.71 1.56
C 0.62 3.02 1.10
C 1.35 3.25 -0.03
C 1.93 2.17 -0.72
H 5.10 10.57 -5.87
H 4.40 9.10 -6.61
H 5.91 9.01 -5.64
H 2.88 9.09 -2.43
H 2.27 6.93 -1.37
H 4.25 4.83 -4.58
H 4.84 6.97 -5.62
H 3.92 1.19 -3.32
H 3.51 -1.05 -2.34
H -0.14 1.51 2.45
H 0.18 3.83 1.66
H 1.48 4.26 -0.39
C -4.14 1.64 -0.10
C -3.29 1.88 1.15
C -2.83 0.55 1.74
C -2.48 -0.48 0.63
C -2.08 0.24 -0.67
C -3.26 1.05 -1.21
P -1.31 -1.82 1.11
C -1.58 -3.23 -0.01
C -0.88 -3.11 -1.38
C -1.42 -4.21 -2.30
C -2.89 -3.92 -2.66
C -3.63 -3.18 -1.53
C -3.09 -3.59 -0.17
C -1.56 -2.36 2.82
C -2.99 -2.53 3.37
C -3.03 -2.14 4.85
C -1.78 -2.61 5.59
C -0.49 -1.92 5.09
C -0.70 -1.39 3.66
H -4.62 2.55 -0.43
H -4.95 0.95 0.16
H -3.85 2.44 1.90
H -2.43 2.51 0.88
H -3.63 0.14 2.36
H -2.00 0.72 2.41
H -3.38 -1.07 0.42
H -1.75 -0.47 -1.43
H -1.22 0.89 -0.47
H -3.87 0.42 -1.87
H -2.87 1.86 -1.84
H -1.10 -4.05 0.54
H 0.20 -3.18 -1.26
H -1.07 -2.14 -1.84
H -1.34 -5.17 -1.79
H -0.82 -4.28 -3.20
H -3.40 -4.85 -2.89
H -2.93 -3.32 -3.57
H -4.69 -3.39 -1.58
H -3.53 -2.10 -1.66
H -3.18 -4.68 -0.06
H -3.69 -3.17 0.64
H -1.05 -3.33 2.86
H -3.29 -3.57 3.23
H -3.71 -1.92 2.82
H -3.92 -2.57 5.31
H -3.13 -1.06 4.96
H -1.69 -3.70 5.48
H -1.89 -2.42 6.66
H 0.32 -2.64 5.13
H -0.20 -1.10 5.74
H 0.35 -1.19 3.19
H -1.16 -0.41 3.71
C 2.69 -6.53 0.68
N 2.26 -5.32 1.37
C 2.28 -5.11 2.73
C 1.76 -3.88 2.94
N 1.39 -3.34 1.72
C 1.73 -4.23 0.80
H 1.94 -7.31 0.79
H 3.63 -6.86 1.11
H 2.84 -6.30 -0.38
H 2.68 -5.85 3.41
H 1.64 -3.35 3.87
H 1.61 -4.12 -0.26
```

=====

# 5
# C5H35N2O11

12 unconnected molecules or ions with the total composition C5H35N2O11 (wB97M-V/def2-TZVPD, the Open Molecules 2025 dataset).

Computed properties:
- LUMO energy: -2.297 eV
- Net charge: +1
- HOMO: -10.506 eV
- Kohn-Sham gap: 8.208 eV
- Relative energy (zero: lowest compared OMol25 entry of this formula, charge and spin): 4.877 eV

XYZ file:
```
53
C5H35N2O11 wB97M-V/def2-TZVPD
C -2.11 0.98 -1.74
C -1.30 0.97 -0.55
C -0.42 -0.23 -0.50
C 0.41 -0.23 0.57
N 1.31 -1.28 0.72
C 1.62 -1.59 2.11
N -3.08 -0.15 -1.78
H -2.79 1.85 -1.75
H -1.53 0.89 -2.83
H -0.69 1.98 -0.65
H -1.93 1.00 0.41
H -0.61 -1.11 -1.15
H 0.52 0.58 1.27
H 1.23 -2.12 0.08
H 2.25 -0.61 2.53
H 0.81 -1.79 2.77
H 2.18 -2.42 2.32
H -3.63 -0.18 -0.88
H -2.62 -1.14 -1.70
H -3.84 -0.10 -2.46
H 0.62 3.59 -0.26
H 1.50 2.44 0.31
O 1.02 2.84 -0.54
H 2.58 0.81 0.50
H 3.52 1.64 1.49
O 2.56 1.44 1.29
H -1.90 -2.98 -0.91
H -1.10 -2.81 -2.28
O -1.89 -2.71 -1.89
H 3.54 -0.84 -0.49
H 2.58 -0.23 -1.57
O 3.07 -0.05 -0.75
H -0.52 1.53 3.01
H -2.03 1.91 3.21
O -1.27 2.02 2.61
H 1.18 -3.14 -2.73
H 0.88 -1.80 -2.15
O 0.65 -2.84 -2.04
H 2.05 -1.13 -3.84
H 1.46 0.18 -3.29
O 1.73 -0.73 -3.08
H 1.78 2.70 -3.93
H 1.52 2.54 -2.50
O 1.57 1.98 -3.24
H 1.78 1.34 2.94
H 1.67 2.34 3.93
O 1.36 1.48 3.80
H -4.47 -0.73 1.82
H -3.00 -0.85 2.00
O -3.65 -0.82 1.35
H -1.08 -1.43 2.80
H -1.61 -1.48 4.29
O -1.87 -1.51 3.34
```

=====

# 6
# CHClN2O2S

2 unconnected molecules or ions with the total composition CHClN2O2S (wB97M-V/def2-TZVPD, the Open Molecules 2025 dataset).

Computed properties:
- LUMO energy: -1.662 eV
- HOMO: -10.950 eV
- Kohn-Sham gap: 9.288 eV
- Relative energy (zero: lowest compared OMol25 entry of this formula, charge and spin): 1.227 eV

XYZ file:
```
8
CHClN2O2S wB97M-V/def2-TZVPD
C 2.24 -0.24 0.03
N 2.95 0.66 0.16
N -1.03 0.10 -0.13
O 1.46 -1.26 -0.10
O -3.43 0.59 0.46
S -2.41 -0.37 0.29
Cl -0.40 1.50 -0.89
H 0.62 -0.98 0.19
```

=====

# 7
# C5H10N2O

C5H10N2O in the gas phase (wB97M-V/def2-TZVPD, the Open Molecules 2025 dataset).

Computed properties:
- SMILES string: O[C@H]1[C@H]2NCCN[C@@H]12
- LUMO energy: 0.925 eV
- HOMO: -7.850 eV
- Kohn-Sham gap: 8.775 eV
- Relative energy (zero: lowest compared OMol25 entry of this formula, charge and spin): 5.741 eV

XYZ file:
```
18
C5H10N2O wB97M-V/def2-TZVPD
C -1.85 -0.10 0.26
C -0.58 0.66 0.67
C 1.54 0.73 -0.14
C 1.57 -0.76 -0.53
C -0.60 -0.82 0.66
H -1.89 0.79 -1.73
H -2.57 -0.33 1.03
H -0.88 0.92 1.70
H 0.26 2.18 -0.01
H 2.40 1.27 -0.80
H 1.88 0.85 0.82
H 2.13 -1.19 0.23
H 1.82 -1.12 -1.57
H -0.21 -2.06 -0.52
H -0.81 -1.23 1.79
N 0.20 1.20 -0.35
N 0.06 -1.15 -0.43
O -2.48 0.16 -1.08
```

=====

# 8
# C4H12

2 unconnected molecules or ions with the total composition C4H12 (wB97M-V/def2-TZVPD, the Open Molecules 2025 dataset).

Computed properties:
- SMILES string: CC.CC
- LUMO energy: 1.140 eV
- HOMO: -11.153 eV
- Kohn-Sham gap: 12.292 eV
- Relative energy (zero: lowest compared OMol25 entry of this formula, charge and spin): 0.786 eV

XYZ file:
```
16
C4H12 wB97M-V/def2-TZVPD
C -0.38 2.54 0.49
C 0.79 1.79 1.10
H -0.47 3.52 0.94
H -0.25 2.75 -0.56
H -1.22 1.96 0.91
H 1.69 1.78 0.42
H 0.75 0.71 1.06
H 1.06 2.07 2.13
C -0.25 -1.56 -0.34
C -0.22 -2.77 -1.27
H 0.69 -1.03 -0.17
H -0.90 -0.81 -0.80
H -0.52 -1.79 0.69
H -0.85 -2.57 -2.13
H 0.80 -2.95 -1.62
H -0.72 -3.64 -0.85
```

=====

# 9
# C12H21N4O4

3 unconnected molecules or ions with the total composition C12H21N4O4 (wB97M-V/def2-TZVPD, the Open Molecules 2025 dataset).

Computed properties:
- LUMO energy: -3.407 eV
- Net charge: +1
- HOMO: -11.833 eV
- Kohn-Sham gap: 8.426 eV
- Relative energy (zero: lowest compared OMol25 entry of this formula, charge and spin): 0.000 eV

XYZ file:
```
41
C12H21N4O4 wB97M-V/def2-TZVPD
C 0.28 1.59 0.75
C 0.43 2.93 -0.01
C 0.22 4.11 0.84
N 1.24 4.74 1.44
C 0.69 5.76 2.11
N 1.41 6.66 2.86
N -0.64 5.77 1.94
N -0.93 4.73 1.12
H 1.07 0.93 0.40
H 0.41 1.69 1.82
H -0.65 1.11 0.51
H -0.26 2.95 -0.86
H 1.42 3.02 -0.42
H 1.73 7.53 2.49
H 1.69 6.39 3.78
H -1.30 6.43 2.31
H -1.85 4.49 0.79
O 0.08 -1.65 0.63
C -1.02 -2.09 0.87
O -1.30 -2.72 2.03
C -2.64 -3.23 2.01
C -3.37 -2.37 0.98
C -2.24 -2.06 -0.01
H -2.62 -4.28 1.73
H -3.07 -3.14 3.01
H -4.22 -2.87 0.53
H -3.72 -1.45 1.44
H -2.14 -2.82 -0.78
H -2.36 -1.08 -0.48
O -0.53 -2.83 -2.33
C 0.58 -3.18 -2.60
O 0.83 -4.14 -3.52
C 2.24 -4.43 -3.56
C 2.92 -3.19 -3.00
C 1.88 -2.70 -2.00
H 2.42 -5.32 -2.96
H 2.52 -4.64 -4.59
H 3.89 -3.40 -2.57
H 3.05 -2.45 -3.79
H 1.99 -3.16 -1.01
H 1.87 -1.61 -1.89
```

=====

# 10
# C9H10FN2

A molecular structure, C9H10FN2 (wB97M-V/def2-TZVPD, the Open Molecules 2025 dataset).

Computed properties:
- LUMO energy: -6.166 eV
- Net charge: +1
- HOMO: -12.648 eV
- Kohn-Sham gap: 6.482 eV
- Relative energy (zero: lowest compared OMol25 entry of this formula, charge and spin): 4.997 eV

XYZ file:
```
22
C9H10FN2 wB97M-V/def2-TZVPD
C -0.32 2.30 -0.57
C 0.62 1.37 -0.50
C -2.08 0.64 -0.12
C -1.15 -0.28 -0.20
C -1.70 1.94 -0.59
C -0.72 -1.52 0.58
C 0.25 -0.10 -0.74
C 1.88 -2.99 1.45
C 1.86 -1.64 0.73
N 0.51 -1.26 0.21
N -2.66 2.82 -1.08
F 0.73 -0.37 -2.08
H 0.02 3.27 -0.77
H 1.65 1.64 -0.24
H -3.05 0.69 0.34
H 1.70 -3.88 0.81
H 2.82 -3.22 1.84
H 1.01 -3.02 2.23
H 2.35 -1.60 -0.19
H 2.02 -0.87 1.55
H -2.21 3.68 -1.38
H -3.51 2.42 -1.30
```

=====

# 11
# CH3IOS2

CH3IOS2 in the gas phase (wB97M-V/def2-TZVPD, the Open Molecules 2025 dataset).

Computed properties:
- LUMO energy: -1.243 eV
- HOMO: -9.596 eV
- Kohn-Sham gap: 8.353 eV
- Relative energy (zero: lowest compared OMol25 entry of this formula, charge and spin): 1.203 eV

XYZ file:
```
8
CH3IOS2 wB97M-V/def2-TZVPD
C -1.07 0.31 0.46
O 1.30 -1.19 0.67
S 0.24 1.45 -0.01
S 1.81 0.12 -0.22
I 1.60 -0.64 -2.51
H -1.80 0.47 1.29
H -0.38 -0.58 0.68
H -1.70 0.06 -0.37
```

=====

# 12
# C20H27N2O3PSZn

A molecular structure, C20H27N2O3PSZn (wB97M-V/def2-TZVPD, the Open Molecules 2025 dataset).

Computed properties:
- LUMO energy (alpha / beta): -0.742 / -0.007 eV
- HOMO (alpha / beta): -4.324 / -5.198 eV
- Kohn-Sham gap (alpha / beta): 3.582 / 5.191 eV
- Relative energy (zero: lowest compared OMol25 entry of this formula, charge and spin): 0.000 eV

XYZ file:
```
55
C20H27N2O3PSZn wB97M-V/def2-TZVPD
C -2.37 0.77 -4.10
C -2.15 -0.49 -3.55
C -1.36 -0.63 -2.40
C -0.82 0.50 -1.81
C -1.04 1.76 -2.35
C -1.84 1.91 -3.50
C -1.20 -2.01 -1.79
C 0.23 -2.59 -1.56
N 1.33 -1.64 -1.42
Zn 0.25 0.46 -0.16
C -0.44 2.99 -1.69
P 1.18 2.62 -0.88
H -2.59 -1.39 -3.99
H -2.01 2.91 -3.91
H -2.98 0.86 -5.00
H -1.08 3.39 -0.89
H -0.27 3.80 -2.41
H -1.70 -2.03 -0.81
H -1.71 -2.73 -2.44
H 0.19 -3.18 -0.63
C 1.77 4.19 -0.18
C 2.28 2.30 -2.29
H 0.47 -3.28 -2.40
C 1.90 -1.20 -2.70
C 2.36 -2.11 -0.50
H 1.08 1.75 0.55
H 2.34 -2.07 -3.24
H 1.11 -0.75 -3.32
H 2.68 -0.45 -2.50
H 2.90 -2.97 -0.92
H 3.07 -1.29 -0.31
H 1.89 -2.39 0.45
H 2.49 3.27 -2.78
H 3.21 1.86 -1.93
H 1.79 1.63 -3.02
H 1.82 4.96 -0.95
H 1.10 4.52 0.63
H 2.77 4.03 0.23
H 0.68 1.21 2.11
O -0.69 2.06 4.67
S 0.11 0.87 4.50
O 1.42 0.77 5.06
N 0.19 0.55 2.77
C -0.35 -0.60 2.34
O -0.28 -0.98 1.11
C -0.99 -1.30 3.44
C -1.72 -2.50 3.37
C -2.28 -3.01 4.54
C -2.09 -2.34 5.76
C -1.37 -1.14 5.83
C -0.84 -0.63 4.64
H -1.84 -2.99 2.41
H -2.85 -3.94 4.53
H -2.53 -2.75 6.68
H -1.22 -0.59 6.76
```